DFT (wB97M-V/def2-TZVPD) results for a structure of composition C9H20P2 in a non-equilibrium geometry.

The geometry in XYZ format:
```
31
Properties=species:S:1:pos:R:3:lowdin_charge:R:1
P -0.68 0.43 -0.69 0.715
P 0.76 -0.11 0.89 0.919
C -2.35 -0.11 0.02 -0.808
C 3.44 -0.01 1.01 -0.177
C 2.58 1.02 -1.05 -0.149
C 2.50 -0.19 -0.20 -0.755
C 2.61 -1.55 -0.89 -0.087
C -2.51 -1.60 -0.32 -0.129
C -3.36 0.80 -0.61 -0.125
C -2.41 -0.17 1.56 -0.144
C -0.42 1.85 0.32 -0.394
H 3.18 0.82 1.67 0.063
H -0.11 2.73 -0.17 -0.012
H 2.17 -1.61 -1.88 0.081
H -4.35 0.31 -0.64 0.089
H 2.19 0.72 -2.00 0.062
H -2.71 0.85 2.11 0.109
H -3.37 1.64 0.04 0.053
H 3.36 -0.95 1.50 0.045
H 2.09 -2.26 -0.33 0.046
H 3.67 1.26 -1.16 0.095
H -1.72 -2.15 0.01 0.031
H -3.14 0.96 -1.69 0.083
H 2.05 1.80 -0.54 0.034
H -1.25 2.06 1.02 0.013
H 3.59 -1.81 -1.05 0.048
H -3.43 -1.97 0.03 0.063
H -2.44 -1.72 -1.41 0.082
H 4.52 0.07 0.68 0.101
H -1.36 -0.20 1.84 -0.039
H -3.12 -0.91 1.96 0.082
```

As for the multiplicity: 1. The net charge is 0. For the strongest force on any atom, the calculation gives 0.079 Eh/bohr. For the gap between HOMO and LUMO, the calculation gives 8.55 eV. Its energy above the lowest of the compared OMol25 structures with the same formula, charge and spin is 7.9 kcal/mol.

DFT (wB97M-V/def2-TZVPD) results for a structure of composition C10H15ClN3NiO6.

The geometry in XYZ format:
```
36
Properties=species:S:1:pos:R:3:lowdin_charge:R:1
Ni 0.87 -0.07 0.43 0.474
Cl -1.63 3.25 0.95 0.641
O 2.42 1.05 0.49 -0.087
O -2.33 3.68 2.13 -0.363
O -0.95 4.36 0.34 -0.360
O -0.65 2.24 1.31 -0.409
O 3.75 2.11 1.97 0.027
O -2.55 2.67 0.00 -0.373
N 0.87 0.16 2.34 -0.011
N 0.77 0.06 -1.51 -0.313
N 2.11 0.75 2.73 0.028
C -0.34 -0.78 -2.06 -0.134
C -2.08 -3.05 1.09 -0.115
C -1.10 -2.11 1.35 -0.110
C -1.94 -2.55 -1.25 -0.065
C 0.50 1.49 -1.79 -0.052
C 2.06 -0.32 -2.11 -0.076
C -0.95 -1.61 -0.97 -0.226
C 2.82 1.39 1.67 -0.693
C -0.50 -1.36 0.33 -0.113
C -2.51 -3.28 -0.22 -0.114
H -3.28 -4.01 -0.43 0.090
H -0.47 1.77 -1.37 0.075
H 2.25 -1.38 -1.91 0.094
H -2.27 -2.71 -2.27 0.105
H 0.06 -1.41 -2.86 0.121
H 2.04 -0.15 -3.19 0.090
H -1.08 -0.12 -2.51 0.128
H 1.27 2.09 -1.31 0.091
H -2.53 -3.61 1.90 0.091
H 0.71 -0.67 2.89 0.094
H 2.84 0.28 -1.65 0.080
H 0.50 1.67 -2.87 0.095
H -0.80 -1.97 2.38 0.074
H 0.09 0.82 2.44 0.089
H 2.03 1.35 3.54 0.128
```

As for the multiplicity: 1. The net charge is -1. For the strongest force on any atom, the calculation gives 0.003 Eh/bohr. For the gap between HOMO and LUMO, the calculation gives 8.72 eV. Its energy above the lowest of the compared OMol25 structures with the same formula, charge and spin is 0.0 kcal/mol.

DFT (wB97M-V/def2-TZVPD) results for an isolated molecule of C3H5N3 in a non-equilibrium geometry.

The geometry in XYZ format:
```
11
Properties=species:S:1:pos:R:3:lowdin_charge:R:1
N -0.92 0.80 0.27 0.016
N -0.45 0.04 2.16 -0.024
N -1.22 0.91 1.57 -0.010
C 0.56 -0.34 -1.38 -0.029
C 0.05 -0.06 -0.05 -0.361
C 0.28 -0.57 1.12 -0.144
H 0.97 -0.83 1.99 0.134
H -0.22 -0.67 -2.07 0.086
H 1.03 0.54 -1.84 0.086
H 1.31 -1.13 -1.37 0.089
H -1.47 1.34 -0.38 0.157
```

As for the structure (SMILES): Cc1cnn[nH]1. As for the multiplicity: 1. The net charge is 0. For the strongest force on any atom, the calculation gives 0.184 Eh/bohr. For the gap between HOMO and LUMO, the calculation gives 10.58 eV. Its energy above the lowest of the compared OMol25 structures with the same formula, charge and spin is 64.3 kcal/mol.

DFT (wB97M-V/def2-TZVPD) results for a cluster of 2 separate species, C4H9NO in total.

The geometry in XYZ format:
```
15
Properties=species:S:1:pos:R:3:lowdin_charge:R:1
O 0.67 -1.86 -0.75 -0.019
N -0.31 -0.25 0.61 -0.056
C -0.03 -1.49 0.40 -0.248
C 1.77 0.83 -0.17 -0.083
C -2.14 0.65 -0.03 0.043
C 0.34 0.85 0.23 -0.190
H 2.19 1.83 -0.22 0.069
H -0.60 -2.26 0.90 0.112
H 1.92 0.32 -1.13 0.071
H -2.35 1.37 0.75 0.017
H -2.65 -0.30 0.07 0.012
H 1.04 -2.74 -0.61 0.088
H -2.06 1.03 -1.04 0.010
H -0.13 1.79 0.45 0.088
H 2.34 0.23 0.56 0.086
```

As for the multiplicity: 1. The net charge is 0. For the strongest force on any atom, the calculation gives 0.019 Eh/bohr. For the gap between HOMO and LUMO (spin up / spin down), the calculation gives 7.13 / 7.51 eV. Its energy above the lowest of the compared OMol25 structures with the same formula, charge and spin is 126.8 kcal/mol.

DFT (wB97M-V/def2-TZVPD) results for an isolated molecule of C20H14BrN5O in a non-equilibrium geometry.

The geometry in XYZ format:
```
41
Properties=species:S:1:pos:R:3:lowdin_charge:R:1
Br -2.63 -1.62 -0.11 0.858
O -1.35 -0.04 2.51 0.010
N -2.02 4.76 -0.64 0.154
N 5.09 -0.02 -3.75 0.059
N 5.19 -0.79 -1.46 0.053
N 4.43 -1.55 -0.62 0.141
N 4.46 0.04 -4.86 0.012
C -2.29 3.97 0.18 -0.157
C -5.80 1.75 2.97 -0.055
C 1.69 -1.25 1.16 -0.049
C -0.61 -0.69 1.57 -0.326
C -2.78 2.98 1.12 -0.273
C 0.75 -0.58 1.95 0.046
C 4.62 -0.64 -2.68 -0.296
C -0.90 -1.47 0.52 -0.651
C 3.43 -1.35 -2.68 -0.109
C 0.07 -1.85 -0.37 -0.059
C -4.44 1.83 2.45 -0.253
C 3.34 -1.83 -1.34 -0.246
C -4.01 2.91 1.59 0.012
C 1.44 -2.03 0.08 -0.245
C 3.25 -0.51 -4.93 -0.112
C -1.80 2.08 1.45 0.033
C 2.42 -2.78 -0.69 -0.110
C 2.64 -1.22 -3.83 0.048
C -2.20 0.95 2.10 -0.264
C -3.54 0.81 2.58 0.037
H -5.78 1.74 4.09 0.107
H -6.39 0.92 2.59 0.087
H 1.01 -0.12 2.86 0.107
H -3.66 -0.06 3.26 0.147
H -0.16 -2.23 -1.35 0.094
H -0.71 2.27 1.15 0.168
H 2.82 -0.65 -5.89 0.089
H 1.84 -3.47 -1.47 0.166
H 3.02 -3.46 -0.01 0.148
H -4.68 3.68 1.26 0.127
H -6.30 2.71 2.76 0.081
H 1.71 -1.76 -3.78 0.102
H 6.03 -0.23 -1.22 0.180
H 2.79 -1.21 1.49 0.138
```

As for the structure (SMILES): Cc1cc(C#N)cc(Oc2ccc(Cc3n[nH]c4nnccc34)cc2Br)c1. As for the multiplicity: 1. The net charge is 0. For the strongest force on any atom, the calculation gives 0.111 Eh/bohr. For the gap between HOMO and LUMO, the calculation gives 8.70 eV. Its energy above the lowest of the compared OMol25 structures with the same formula, charge and spin is 52.7 kcal/mol.

DFT (wB97M-V/def2-TZVPD) results for the ion C7H9BrNO2 with charge +1 in a non-equilibrium geometry.

The geometry in XYZ format:
```
20
Properties=species:S:1:pos:R:3:lowdin_charge:R:1
Br -1.94 -1.98 -0.21 0.787
O -0.47 3.09 -0.17 0.181
O -3.35 1.08 0.11 0.259
N 1.25 -1.19 0.14 0.018
C 1.58 0.06 -0.64 -0.076
C -2.31 1.56 0.14 -0.051
C 0.45 -0.99 1.33 -0.114
C 0.25 0.47 -1.24 -0.123
C -0.77 0.70 -0.20 -0.265
C -0.89 -0.54 0.70 -0.578
C -0.97 2.07 0.14 -0.389
H 0.80 -1.72 -0.53 0.101
H 2.26 -0.34 -1.32 0.120
H 0.29 -2.02 1.67 0.147
H -1.52 -0.22 1.57 0.122
H -0.10 -0.40 -2.02 0.176
H 2.05 -1.70 0.58 0.214
H 2.07 0.83 -0.07 0.154
H 0.85 -0.14 1.89 0.162
H 0.47 1.38 -1.86 0.155
```

As for the structure (SMILES): O=C1C(=O)C12CC[NH2+]C[C@@H]2Br. As for the multiplicity: 1. The net charge is +1. For the strongest force on any atom, the calculation gives 0.097 Eh/bohr. For the gap between HOMO and LUMO, the calculation gives 8.81 eV. Its energy above the lowest of the compared OMol25 structures with the same formula, charge and spin is 4.4 kcal/mol.